1.
Formula: C9H13N2O2S
Source: the Open Molecules 2025 dataset
Level of theory: ωB97M-V with the def2-TZVPD basis set

Properties
Structure (SMILES)   CS(=O)(=O)C1=C2CCC[NH+]=C2C=CN1
LUMO level   -0.141 Ha
Charge   +1
Energy relative to the best compared isomer or geometry (same formula, charge and spin)   0.00 kJ/mol

Last column: Mulliken charge in e.
Cartesian coordinates (Å):
C1 -3.3510 -0.0174 -2.0031  -1.17
S1 -1.6725 -0.6338 -1.7626  1.28
O1 -0.8636 -0.3003 -2.8901  -0.60
O2 -1.7035 -1.9801 -1.2875  -0.60
C2 -1.0018 0.3207 -0.3501  -0.23
C3 0.3437 -0.0710 0.1325  0.70
C4 1.1556 -1.0918 -0.5774  -0.61
C5 2.6356 -0.8877 -0.2525  -0.92
C6 2.8382 -0.8124 1.2561  -0.57
N1 2.0014 0.2304 1.8153  -0.16
C7 0.8251 0.5674 1.3021  0.50
C8 0.0127 1.5612 1.9126  -0.71
C9 -1.2065 1.8827 1.4054  -0.67
N2 -1.6927 1.2612 0.3045  0.06
H1 -3.7974 -0.6812 -2.7375  0.39
H2 -3.9109 -0.0888 -1.0786  0.40
H3 -3.3111 0.9885 -2.4026  0.39
H4 0.8250 -2.0885 -0.2711  0.32
H5 0.9837 -1.0244 -1.6513  0.54
H6 3.2213 -1.7087 -0.6594  0.38
H7 2.9827 0.0393 -0.7109  0.32
H8 2.5811 -1.7707 1.7195  0.28
H9 3.8772 -0.5835 1.4975  0.41
H10 2.3080 0.6771 2.6676  0.21
H11 0.3680 2.0623 2.7996  0.40
H12 -1.8355 2.6305 1.8617  0.40
H13 -2.6128 1.5189 -0.0398  0.24

2.
Formula: C9H13N3
Source: the Open Molecules 2025 dataset
Level of theory: ωB97M-V with the def2-TZVPD basis set

Properties
LUMO level   0.000 Ha
Energy relative to the best compared isomer or geometry (same formula, charge and spin)   315.45 kJ/mol

Last column: Mulliken charge in e.
Cartesian coordinates (Å):
C1 0.0973 2.5273 1.5653  -0.20
C2 -1.4577 -0.7931 0.4324  -0.03
C3 0.4992 2.3542 0.1306  0.90
C4 -0.1376 -1.0500 -0.3076  0.00
C5 0.8517 -0.0394 0.2504  -0.53
C6 -0.0734 0.2181 1.9974  -0.01
C7 0.5271 3.5626 -0.7007  -1.25
C8 -0.5322 -3.1148 -1.5838  -1.38
C9 0.2537 -2.5174 -0.4826  -0.25
N1 -0.0158 1.5401 2.4317  -0.55
N2 -1.3843 -0.1940 1.5133  -0.64
N3 0.8972 1.2216 -0.3225  -0.56
H1 0.1791 3.5146 2.0838  0.33
H2 -2.2569 -1.3843 -0.0653  0.32
H3 -0.3835 -0.8233 -1.3956  0.27
H4 1.8198 -0.2604 0.5327  0.65
H5 0.2807 -0.5332 2.8276  0.31
H6 1.4557 4.0498 -0.7047  0.30
H7 -0.2536 4.2127 -0.4189  0.40
H8 0.3911 3.2875 -1.8493  0.29
H9 0.0695 -4.1020 -1.8312  0.31
H10 -0.6418 -2.7099 -2.5344  0.47
H11 -1.5383 -3.3941 -1.2314  0.32
H12 1.3870 -2.4652 -0.7466  0.31
H13 -0.0339 -3.1071 0.4092  0.20

3.
Formula: C9H13N3O2
Source: the Open Molecules 2025 dataset
Level of theory: ωB97M-V with the def2-TZVPD basis set

Properties
LUMO level   0.020 Ha
Energy relative to the best compared isomer or geometry (same formula, charge and spin)   751.77 kJ/mol

Last column: Mulliken charge in e.
Cartesian coordinates (Å):
C1 -0.7306 -1.0462 3.5642  -0.81
C2 0.1345 0.0757 1.5117  0.50
C3 -0.3008 -1.0501 0.7016  -0.73
C4 0.1477 -1.1443 -0.7211  -0.12
C5 0.6968 -0.0412 -1.2282  0.06
C6 0.0155 -0.7775 -3.4052  0.63
C7 0.9714 1.1458 -0.5243  -1.02
C8 0.9247 1.2123 0.9008  0.99
C9 0.3772 2.8365 1.9585  -0.64
H1 -1.0168 -0.6347 4.5544  0.25
H2 -0.1088 -1.8784 3.3889  0.41
H3 -1.6783 -1.2002 2.8378  0.25
H4 -0.7390 -1.8507 1.3015  0.31
H5 -0.5911 -1.9797 -1.2767  0.19
H6 2.0300 -0.8813 -2.8696  0.37
H7 -1.7668 -1.4272 -3.3180  0.23
H8 -1.4860 -0.1844 -2.0801  0.31
H9 -0.2106 -1.9736 -5.0052  0.21
H10 1.3258 2.0331 -1.1031  0.34
H11 -0.7083 1.8337 1.7962  0.34
H12 0.2780 3.7618 1.0648  0.26
H13 0.5736 3.4118 3.2316  0.22
N1 1.0744 -0.1683 -2.6166  -0.45
N2 -1.2662 -0.6143 -2.9066  -0.55
N3 0.4599 -1.5150 -4.3490  -0.74
O1 0.0016 -0.0412 2.9083  -0.37
O2 1.5922 2.0975 1.6833  -0.42

In eV, the HOMO values for the records above are, in order, -12.85, -7.54, -8.28.